(1)
DFT (wB97M-V/def2-TZVPD) results for the molecule C7H8S2 at a distorted geometry.

Structure (XYZ):
```
17
Properties=species:S:1:pos:R:3
C 0.618 -0.163 1.660
C 1.344 0.641 2.489
C 1.252 1.552 0.228
C 0.551 0.353 0.282
C -2.344 -0.363 0.637
C -0.165 -0.239 -0.797
C 0.519 -0.334 -2.165
S 1.947 2.043 1.642
S -1.575 -1.156 -0.624
H 0.322 -1.229 1.760
H 1.452 0.367 3.534
H 1.444 2.191 -0.578
H -3.111 -0.868 1.096
H -1.883 0.583 0.875
H -0.066 -1.205 -2.612
H 1.592 -0.275 -1.976
H 0.402 0.639 -2.709
```

Values from the calculation:
* frontier orbital gap (spin up / spin down): 7.152 / 7.048 eV
* E_LUMO (spin up / spin down): -0.0393 / 0.2220 eV
* relative energy (zero: lowest compared OMol25 entry of this formula, charge and spin): 3.713 eV
* highest occupied orbital energy (spin up / spin down): -7.191 / -6.826 eV



(2)
DFT (wB97M-V/def2-TZVPD) results for C7H9AsN2OReS10 as an isolated structure at a distorted geometry.

Structure (XYZ):
```
31
Properties=species:S:1:pos:R:3
Re 0.854 -2.414 0.606
S 2.484 0.307 2.902
As 2.972 -1.786 1.956
S 2.771 -1.401 -0.272
S 1.216 -3.264 2.640
S 4.801 -2.706 2.337
C -2.360 3.917 1.000
S -1.542 2.305 0.851
C 0.094 2.690 0.462
C 1.136 1.944 0.932
S 0.654 0.609 1.976
S 2.710 2.639 0.823
C 2.206 4.079 -0.040
S 3.255 5.381 -0.215
S 0.543 4.098 -0.489
H -2.134 4.572 0.178
H -2.139 4.333 1.973
H -3.438 3.677 0.938
C -0.545 -0.517 -2.240
N -1.479 -1.643 -2.057
C -1.526 -2.291 -0.925
N -2.404 -3.303 -0.783
O -0.961 -1.809 0.153
H -0.921 0.166 -2.991
H 0.389 -0.956 -2.564
H -0.516 0.039 -1.251
H -2.079 -1.892 -2.807
H -2.901 -3.643 -1.604
H -2.539 -3.753 0.127
S 0.617 -5.357 -1.169
C 0.784 -4.021 -0.446
```

Values from the calculation:
* frontier orbital gap (spin up / spin down): 6.077 / 4.260 eV
* E_LUMO (spin up / spin down): -7.7219 / -9.5337 eV
* highest occupied orbital energy (spin up / spin down): -13.799 / -13.794 eV
* 2S+1: 2
* charge: +2



(3)
DFT (wB97M-V/def2-TZVPD) results for the molecule C7H9BO4 at a distorted geometry.

Structure (XYZ):
```
21
Properties=species:S:1:pos:R:3
C 2.239 -0.659 0.357
C 1.509 0.491 0.958
C 2.269 1.256 2.063
O 3.424 1.438 2.213
C 0.229 0.790 0.751
C -0.549 0.162 -0.293
C -1.775 -0.199 -0.401
C -2.930 0.214 1.029
O -4.004 -0.283 0.916
B -2.413 -0.889 -1.602
O -3.650 -1.470 -1.559
O -1.703 -0.845 -2.751
H 2.392 -1.365 1.190
H 1.657 -1.145 -0.450
H 3.217 -0.367 -0.035
H 1.579 1.820 2.813
H -0.307 1.603 1.316
H 0.026 -0.125 -1.165
H -2.436 0.571 1.914
H -3.968 -1.197 -0.687
H -2.197 -1.172 -3.448
```

Values from the calculation:
* frontier orbital gap: 9.282 eV
* E_LUMO: -0.3828 eV
* relative energy (zero: lowest compared OMol25 entry of this formula, charge and spin): 1.625 eV
* highest occupied orbital energy: -9.665 eV